No. 1
Density functional theory data (wB97M-V/def2-TZVPD) for a cluster of 3 separate species, C5H13N4O2PS in total in a non-equilibrium geometry.

Atoms and positions in Å:
1 C 1.203 4.378 -2.141
2 C 1.602 3.258 -1.972
3 C 2.042 1.892 -1.769
4 P 0.726 0.684 -2.275
5 S -0.967 1.336 -1.192
6 H 0.607 5.250 -2.244
7 H 2.191 1.733 -0.705
8 H 2.966 1.698 -2.304
9 H 0.483 1.089 -3.605
10 H -1.587 2.200 -2.010
11 C -2.572 -2.520 0.351
12 O -3.034 -3.628 0.552
13 N -1.691 -2.248 -0.656
14 N -2.896 -1.439 1.140
15 H -1.308 -1.336 -0.838
16 H -1.424 -3.014 -1.246
17 H -3.549 -1.590 1.885
18 H -2.539 -0.514 0.981
19 C 1.226 -0.636 1.832
20 O 1.215 0.004 0.791
21 N 2.328 -0.731 2.635
22 N 0.112 -1.300 2.244
23 H 2.346 -1.254 3.488
24 H 3.154 -0.247 2.341
25 H -0.686 -1.217 1.637
26 H 0.050 -1.848 3.080

Values from the calculation:
Electronic energy, eV: -35575.4558
SMILES: NC(N)=O.NC(N)=O.C#CCPS
Kohn-Sham gap, eV: 9.25
Highest occupied orbital energy, eV: -8.74

***

No. 2
Density functional theory data (wB97M-V/def2-TZVPD) for an isolated molecule of C5H10O in a non-equilibrium geometry.

Atoms and positions in Å:
1 C 1.151 -2.061 -1.061
2 C 0.279 -0.722 -1.245
3 C 0.116 0.088 -0.037
4 C -1.082 0.633 0.324
5 C -1.138 1.635 1.484
6 H 1.195 -2.462 -2.082
7 H 0.668 -2.788 -0.350
8 H 2.161 -1.832 -0.653
9 H 0.808 -0.081 -2.003
10 H -0.769 -0.952 -1.565
11 H 0.915 0.302 0.665
12 H -1.963 0.321 -0.193
13 H -1.518 2.634 1.021
14 H -1.900 1.372 2.383
15 H 0.916 2.012 1.270
16 O 0.162 1.901 2.044

Values from the calculation:
Energy above the lowest of the compared OMol25 structures with the same formula, charge and spin, kcal per mole: 46.6
Electronic energy, eV: -7392.7462
SMILES: CC/C=C/CO
Kohn-Sham gap, eV: 10.09
Highest occupied orbital energy, eV: -9.11